No. 1
CH3NO2S | ωB97M-V/def2-TZVPD

Each line ends with the natural charge from an NBO analysis.
Geometry (Å):
C -1.09100 0.17100 0.52417  -0.585
N -0.56071 0.14466 -0.70458  -0.128
O 2.00487 0.39762 0.15872  -0.882
O 2.03255 -1.46532 -1.41330  -0.862
S 1.72661 -0.07358 -1.15404  1.700
H -1.24272 1.26656 0.78572  0.262
H -0.64858 -0.33586 1.32591  0.238
H -2.22101 -0.10508 0.47741  0.259

Kohn-Sham gap (spin up / spin down) ... 8.543 / 8.462 eV
Relative energy (zero: lowest compared OMol25 entry of this formula, charge and spin) ... 94.84 kcal/mol

No. 2
H30O15 | ωB97M-V/def2-TZVPD

Each line ends with the natural charge from an NBO analysis.
Geometry (Å):
O -0.38744 3.42800 -0.39673  -0.961
H -0.91244 2.89700 0.19127  0.497
H -0.16144 4.20600 0.17927  0.475
O 1.18956 -1.18100 -2.04473  -1.007
H 1.72156 -1.19000 -2.88873  0.495
H 1.66456 -1.53000 -1.24873  0.513
O 0.92656 2.41000 2.23327  -0.949
H 0.77456 3.03100 2.93627  0.471
H 1.67556 2.84200 1.79127  0.479
O 0.96456 2.49600 -2.64673  -0.985
H 0.34556 2.91700 -2.10173  0.511
H 0.80656 2.61900 -3.57073  0.481
O 2.36056 1.42500 -0.41273  -0.997
H 2.10056 1.86700 -1.23573  0.517
H 3.22956 1.74000 -0.15373  0.477
O -1.23044 0.46700 3.08227  -0.983
H -1.00544 1.39900 2.77927  0.474
H -1.49144 0.02400 2.27327  0.495
O -2.03444 -1.69100 -1.70873  -0.973
H -1.70944 -1.06900 -2.30273  0.503
H -2.53844 -2.34800 -2.14473  0.476
O 3.07256 -2.15600 0.02427  -0.956
H 2.36256 -1.74000 0.57627  0.503
H 2.64656 -2.95000 -0.36673  0.460
O 2.17056 -0.36200 1.85327  -0.966
H 1.73656 -0.29700 2.69627  0.495
H 2.10256 0.44400 1.40927  0.483
O -0.55944 -2.83800 0.36527  -0.949
H -0.81644 -3.69500 0.66527  0.471
H -1.08244 -2.78300 -0.43373  0.499
O -2.98744 0.88400 -1.09973  -0.961
H -3.40044 0.26100 -1.63473  0.456
H -2.12744 0.46200 -0.89273  0.493
O -0.58944 -0.00300 -3.60473  -0.980
H -0.28844 0.87500 -3.62373  0.467
H -0.00944 -0.36300 -2.91573  0.492
O -0.44744 0.48500 0.03227  -0.970
H -0.06144 -0.40200 0.06027  0.484
H 0.29356 1.03600 0.11727  0.487
O -2.56644 -1.32200 1.34027  -0.955
H -1.92544 -2.02700 1.11427  0.478
H -2.91044 -1.59000 2.15727  0.459
O 0.06556 -2.25800 3.26527  -0.952
H -0.32444 -1.53700 2.77327  0.485
H -0.64244 -2.88300 3.51227  0.463

Kohn-Sham gap ... 9.968 eV
Relative energy (zero: lowest compared OMol25 entry of this formula, charge and spin) ... 38.04 kcal/mol

No. 3
C2H2FLiO2Sc | ωB97M-V/def2-TZVPD

Each line ends with the natural charge from an NBO analysis.
Geometry (Å):
H -0.93312 -1.12539 0.42518  0.327
O 1.45616 -0.18638 -1.15817  -0.567
C 0.40489 -0.71792 -0.88102  0.882
C -0.60405 -0.08575 0.02815  -0.312
O -0.01604 0.83550 0.85267  -0.855
Li 1.84213 1.15173 0.20710  0.976
Sc -0.92550 1.84797 2.27894  2.461
F 0.25062 -1.99919 -1.20952  -0.212
H -1.47509 0.27942 -0.54334  0.299

Kohn-Sham gap ... 5.240 eV
Relative energy (zero: lowest compared OMol25 entry of this formula, charge and spin) ... 0.00 kcal/mol
Net charge ... +3

No. 4
C30H40Ge2I2NO2Rh | ωB97M-V/def2-TZVPD

Each line ends with the Löwdin charge.
Geometry (Å):
Rh -0.02638 0.17088 1.00983  0.930
I 0.69760 0.16367 6.82286  0.853
C -0.19283 1.56560 5.39244  -0.492
C -0.58897 2.65874 6.16736  -0.367
C -1.18555 3.76623 5.60910  -0.695
I -1.74184 5.32621 6.90629  0.727
C -1.41553 3.87302 4.22678  -0.264
C -2.01509 4.95519 3.54000  -0.136
C -2.15529 4.85847 2.13440  -0.152
C -1.70175 3.73496 1.49163  -0.219
N -1.11800 2.69539 2.11949  0.032
C -0.98542 2.74998 3.45657  -0.173
C -0.37911 1.53564 3.98784  -0.377
O -0.05390 0.60745 3.14206  -0.295
H -0.42585 2.63506 7.23372  0.009
H -2.35851 5.82757 4.07908  0.020
H -2.61142 5.66162 1.56436  0.066
H -1.79115 3.64398 0.40907  0.072
C -1.63366 -3.36410 -0.32887  -0.199
C -0.15757 -3.49799 0.05523  -0.367
Ge 0.87017 -1.95641 -0.64816  0.840
C 2.84007 -2.02157 -0.46207  -0.383
C 3.47300 -0.82153 -1.16758  -0.194
C 0.66703 -2.16607 -2.59292  -0.258
C 0.03834 -1.16742 -3.21089  -0.336
Ge -0.51993 0.18907 -1.84340  0.907
C -2.53925 0.15866 -1.79700  -0.315
C -3.29163 0.51239 -3.08607  -0.184
C 0.50140 1.88402 -2.08479  -0.327
C 0.32757 2.62775 -3.41383  -0.184
C -0.19257 -1.10063 -4.68100  -0.215
C 0.21595 -2.12242 -5.54530  -0.044
C 0.00059 -2.04453 -6.91064  -0.104
C -0.63100 -0.93542 -7.46158  -0.117
C -1.03923 0.08985 -6.62362  -0.086
C -0.82052 0.00332 -5.25532  -0.075
H -2.22077 -4.21828 0.02174  0.057
H -1.76582 -3.29335 -1.41195  0.053
H -2.05867 -2.46290 0.11856  0.052
H 0.26709 -4.40937 -0.38036  0.057
H -0.07238 -3.56758 1.13676  0.032
H 3.19502 -2.95809 -0.91050  0.057
H 3.10559 -2.01399 0.59032  0.020
H 3.21370 -0.78532 -2.22971  0.052
H 4.56462 -0.84042 -1.09384  0.056
H 3.12700 0.10574 -0.70395  0.055
H 1.05610 -3.03725 -3.12767  0.053
H -2.84378 0.83051 -1.00429  0.044
H -2.81294 -0.86096 -1.51367  0.042
H -3.05578 1.52570 -3.42386  0.057
H -4.37315 0.47388 -2.92117  0.059
H -3.07200 -0.17601 -3.90283  0.046
H 1.55718 1.62714 -1.96566  0.047
H 0.20440 2.51597 -1.25490  0.042
H 0.66245 2.03265 -4.26583  0.047
H 0.91287 3.55202 -3.41918  0.060
H -0.71598 2.90739 -3.58428  0.058
H 0.71144 -2.99634 -5.14242  0.095
H 0.32851 -2.85445 -7.55199  0.092
H -0.79915 -0.87322 -8.52984  0.089
H -1.53068 0.96475 -7.03217  0.099
H -1.14311 0.81634 -4.62236  0.065
C 2.71070 -2.52598 4.08440  -0.092
C 1.73793 -1.46355 3.52256  -0.655
C 0.34646 -1.96734 3.99056  -0.126
C 2.38032 -0.07911 3.85132  -0.128
C 1.57725 -1.48269 2.02908  -0.115
H 2.73931 -2.46016 5.17748  0.070
H 3.72628 -2.37824 3.70577  0.064
H 2.39611 -3.53833 3.80787  0.066
H 0.26910 -2.06947 5.07321  -0.001
H 0.23919 -2.97453 3.57197  0.061
H -0.48174 -1.35742 3.64306  0.058
H 2.14835 0.34408 4.83980  -0.062
H 1.97003 0.72538 3.21207  0.061
H 3.44053 -0.17771 3.61355  0.065
H 1.34972 -2.52163 1.72901  -0.031
O -1.05107 1.22549 0.03830  -0.617

Kohn-Sham gap (spin up / spin down) ... 2.390 / 5.001 eV
Relative energy (zero: lowest compared OMol25 entry of this formula, charge and spin) ... 151.64 kcal/mol
Net charge ... -2
Expectation value of S² ... 6.047
Spin multiplicity ... 5

No. 5
C24H28N2NaO3 | ωB97M-V/def2-TZVPD

Each line ends with the natural charge from an NBO analysis.
Geometry (Å):
C -4.27774 2.34606 1.58980  -0.636
C -3.65233 2.03577 0.16198  -0.228
N -2.16068 2.23741 0.10110  -0.707
C -1.47469 0.95467 -0.06854  0.138
C -0.87677 0.24437 1.08973  0.057
C -1.03746 0.94992 2.46888  -0.401
C -0.17675 0.34564 3.63999  -0.424
C 1.15059 1.17666 3.93256  -0.382
C 2.33119 0.82786 2.94263  -0.441
C 3.22526 -0.34183 3.52130  -0.059
O 2.53745 -1.59199 3.39224  -0.574
C 3.45645 -2.68315 3.15614  -0.262
C -0.21922 -1.05553 0.89048  -0.221
C -0.12883 -1.70845 -0.44473  0.030
C 0.55713 -3.10354 -0.53742  -0.497
C 1.61374 -3.24306 -1.67825  0.110
N 1.56489 -4.32205 -2.36848  -0.575
C -0.70540 -0.95908 -1.55869  -0.098
C -1.37105 0.35833 -1.39837  -0.130
C -1.92539 1.04309 -2.69926  0.562
O -2.96304 1.66286 -2.73909  -0.517
C -0.98939 0.88698 -3.94703  -0.118
C -0.77438 1.99359 -4.87290  -0.189
C 0.15598 1.75810 -5.98433  -0.193
C 0.84385 0.46016 -6.13741  -0.196
C 0.60879 -0.64791 -5.21813  -0.175
C -0.31754 -0.42280 -4.10666  -0.117
C -0.63933 -1.51592 -3.02912  0.552
O -0.85658 -2.67033 -3.28724  -0.471
H -4.88138 1.44841 1.90753  0.227
H -3.46917 2.57551 2.32728  0.188
H -5.01666 3.18058 1.46701  0.225
H -4.19988 2.63551 -0.60958  0.227
H -3.85019 0.95151 -0.07388  0.206
H -1.96560 2.84361 -0.70183  0.386
H -2.13339 1.00314 2.68863  0.247
H -0.69826 2.01541 2.32262  0.078
H 0.04555 -0.74410 3.54945  0.247
H -0.79759 0.45555 4.58019  0.219
H 1.47207 0.85674 4.96639  0.236
H 0.89588 2.27459 3.99705  0.129
H 1.99226 0.63467 1.89171  0.223
H 3.00751 1.73261 2.91137  0.205
H 4.16079 -0.34978 2.88288  0.182
H 3.53254 -0.14438 4.59312  0.182
H 3.49003 -2.97518 2.06643  0.179
H 3.04589 -3.56478 3.72346  0.204
H 4.50083 -2.43814 3.47415  0.187
H 0.24145 -1.60700 1.74180  0.236
H 1.11926 -3.25220 0.43504  0.227
H -0.18001 -3.95428 -0.57841  0.274
H 2.37505 -2.46632 -1.94832  0.169
H 2.27938 -4.30022 -3.10698  0.337
H -1.32109 2.94290 -4.68744  0.240
H 0.32634 2.60592 -6.68725  0.234
H 1.55969 0.37588 -6.99476  0.237
H 1.11504 -1.64173 -5.28377  0.244
Na -0.14505 3.88974 2.33493  0.984

Kohn-Sham gap ... 6.873 eV
Net charge ... +1

No. 6
C19H24N2OS | ωB97M-V/def2-TZVPD

Each line ends with the natural charge from an NBO analysis.
Geometry (Å):
C 0.55406 3.87988 -4.49111  -0.743
H 0.69774 4.33766 -5.46492  0.238
H 0.17773 2.86830 -4.61244  0.219
H -0.12231 4.48628 -3.89580  0.219
S 2.19838 3.84588 -3.72186  0.259
C 1.91383 3.13500 -2.12987  -0.169
C 3.02461 3.01998 -1.29832  -0.224
C 2.89679 2.47720 -0.03635  -0.184
C 1.66045 2.04539 0.42845  -0.078
C 0.55935 2.16413 -0.40905  -0.130
C 0.67568 2.69890 -1.67836  -0.262
H -0.20220 2.77263 -2.30013  0.214
H -0.40667 1.83322 -0.05732  0.203
C 1.49562 1.45045 1.79981  -0.232
N 0.85931 0.14158 1.71673  -0.448
C 0.42327 -0.33045 3.01650  -0.414
H -0.30501 0.36822 3.42748  0.201
H 1.25486 -0.43285 3.72919  0.171
H -0.05370 -1.30307 2.90275  0.213
C 1.71732 -0.83823 1.06924  -0.325
C 0.90203 -2.03824 0.59312  0.675
O 1.32481 -3.17474 0.59013  -0.627
N -0.31263 -1.67476 0.13994  -0.626
H -0.56917 -0.70864 0.28639  0.413
C -1.34936 -2.62080 -0.21699  -0.100
C -2.38012 -2.72170 0.88666  0.070
C -3.01549 -1.58285 1.36761  -0.256
C -3.95281 -1.67413 2.38043  -0.193
C -4.26926 -2.90687 2.92529  -0.223
C -3.64023 -4.04604 2.45396  -0.200
C -2.69981 -3.95246 1.44265  -0.236
H -2.20445 -4.84246 1.08292  0.216
H -3.87949 -5.01036 2.87742  0.214
H -5.00172 -2.97808 3.71568  0.213
H -4.43869 -0.78075 2.74539  0.210
H -2.77898 -0.61395 0.95101  0.202
C -1.99815 -2.21663 -1.54117  -0.599
H -1.24522 -2.16014 -2.32318  0.218
H -2.74766 -2.95072 -1.82501  0.217
H -2.48215 -1.24693 -1.44852  0.199
H -0.84433 -3.58590 -0.33172  0.236
H 2.17150 -0.37752 0.18675  0.233
H 2.52634 -1.19925 1.72331  0.197
H 0.83839 2.09553 2.39289  0.209
H 2.47169 1.40179 2.31150  0.175
H 3.76853 2.39104 0.59622  0.213
H 3.98499 3.35842 -1.65625  0.220

Kohn-Sham gap ... 8.761 eV
Relative energy (zero: lowest compared OMol25 entry of this formula, charge and spin) ... 7.48 kcal/mol
SMILES ... CSc1ccc(CN(C)CC(=O)N[C@H](C)c2ccccc2)cc1

No. 7
C3H5NO3 | ωB97M-V/def2-TZVPD

Each line ends with the natural charge from an NBO analysis.
Geometry (Å):
C -0.46616 0.53142 1.76323  -0.248
C 1.67485 0.40159 -0.47072  1.064
C -0.66371 -1.23681 -2.27068  0.184
O 1.39675 0.14955 -1.57936  -0.586
O -0.35488 0.71538 0.36507  -0.767
N -1.35243 -1.13905 -1.35764  -0.394
O 2.31627 0.46568 0.48761  -0.531
H -0.94375 0.05667 -0.14706  0.506
H -0.15138 -1.43497 -3.17601  0.241
H -0.10809 -0.45937 2.06267  0.168
H 0.15735 1.28818 2.24006  0.191
H -1.50482 0.66173 2.08283  0.172

Kohn-Sham gap ... 11.316 eV
Relative energy (zero: lowest compared OMol25 entry of this formula, charge and spin) ... 41.37 kcal/mol
SMILES ... O=C=O.C#N.CO

No. 8
C4H6LiO3 | ωB97M-V/def2-TZVPD

Each line ends with the natural charge from an NBO analysis.
Geometry (Å):
C 1.47013 2.77021 0.02410  -0.718
C 1.57103 1.34661 -0.40287  0.424
O 1.15822 0.40246 0.26118  -0.526
H 0.91536 3.33486 -0.74070  0.232
H 0.97685 2.86648 0.99812  0.236
H 2.48216 3.20191 0.06536  0.233
H 2.05645 1.15844 -1.38370  0.109
O -1.15974 -0.84579 -1.29900  -0.752
Li -2.53394 -2.45025 -1.26829  0.878
C -0.60441 -0.94012 -0.22650  0.853
O -0.76931 -1.71717 0.75579  -0.532
C -1.85056 -2.83023 0.67740  -0.766
H -2.45810 -2.58703 1.56640  0.164
H -1.25415 -3.71037 0.97270  0.165

Kohn-Sham gap (spin up / spin down) ... 6.925 / 7.721 eV
Relative energy (zero: lowest compared OMol25 entry of this formula, charge and spin) ... 79.38 kcal/mol
Expectation value of S² ... 0.756
Spin multiplicity ... 2